(1)
Density functional theory data (wB97M-V/def2-TZVPD) for a cluster of 2 separate species, C6H7O3 in total at a distorted geometry.

Calculated values
Total charge: -1
Frontier orbital gap, eV: 7.2
ΔE to the lowest compared entry with this formula, charge and spin, kcal per mole: 51.7
Total energy, eV: -12475.836
HOMO, eV: -3.2

Each line ends with the Löwdin charge.
Element x y z (Å)
C1 3.19 -0.32 0.13  -0.559
C2 -1.25 0.04 -0.81  -0.051
C3 -0.49 -1.34 -0.49  -0.069
C4 0.43 0.43 1.31  -0.052
C5 1.37 0.65 0.06  -0.301
C6 0.06 -0.01 -0.07  -0.437
O1 3.92 0.52 -0.38  -0.035
O2 3.18 -1.40 0.62  0.024
O3 1.79 1.85 -0.35  -0.033
H1 -0.97 0.63 -1.70  0.094
H2 -2.16 0.26 -0.24  0.078
H3 -0.82 -1.88 0.36  0.065
H4 -0.08 -2.13 -1.12  0.082
H5 0.81 -0.33 1.97  0.070
H6 -0.05 1.25 1.86  0.091
H7 2.75 1.76 -0.32  0.034

***

(2)
Density functional theory data (wB97M-V/def2-TZVPD) for a cluster of 7 separate species, C38H97N7O12 in total at a distorted geometry.

Calculated values
Total charge: 0
Frontier orbital gap, eV: 8.6
ΔE to the lowest compared entry with this formula, charge and spin, kcal per mole: 124.3
Total energy, eV: -75966.619
HOMO, eV: -8.0
SMILES string: COC[C@H](C)N.COC[C@H](C)N.COCCNCCOC.COCCNCCOC.COCCNCCOC.COCCNCCOC.COCCNCCOC

Each line ends with the Löwdin charge.
Element x y z (Å)
C1 3.45 8.14 1.73  -0.059
O1 3.28 7.15 0.71  -0.225
C2 3.46 7.57 -0.59  -0.238
C3 3.15 6.33 -1.49  -0.400
C4 3.13 6.59 -3.02  -0.061
N1 1.79 5.91 -1.16  0.032
H1 2.59 8.77 1.53  0.092
H2 4.45 8.52 1.50  0.090
H3 3.42 7.70 2.73  0.090
H4 2.78 8.40 -0.80  0.119
H5 4.42 8.01 -0.87  0.122
H6 3.88 5.53 -1.30  0.130
H7 2.82 5.80 -3.70  0.072
H8 4.06 7.00 -3.41  0.069
H9 2.41 7.41 -3.11  0.069
H10 1.79 5.72 -0.17  0.064
H11 1.36 6.82 -1.15  0.064
C5 1.99 -0.48 -4.88  -0.063
O2 2.96 -1.48 -5.22  -0.207
C6 2.97 -2.59 -4.37  -0.200
C7 3.80 -3.66 -5.15  -0.455
C8 3.06 -4.07 -6.39  -0.068
N2 4.16 -4.80 -4.36  0.029
H12 0.95 -0.79 -4.96  0.057
H13 2.16 0.37 -5.55  0.095
H14 2.22 -0.23 -3.84  0.078
H15 3.45 -2.41 -3.41  0.118
H16 1.93 -2.84 -4.17  0.107
H17 4.78 -3.25 -5.38  0.137
H18 2.09 -4.48 -6.13  0.080
H19 3.68 -4.87 -6.82  0.078
H20 2.81 -3.29 -7.10  0.080
H21 3.40 -5.45 -4.54  0.064
H22 4.99 -5.24 -4.75  0.071
C9 -4.87 4.33 -0.52  -0.130
O3 -5.81 3.64 0.26  -0.184
C10 -5.22 3.13 1.50  -0.207
C11 -6.22 2.37 2.33  -0.195
N3 -7.32 3.31 2.74  -0.057
C12 -8.28 2.75 3.68  -0.201
C13 -9.17 1.59 3.17  -0.197
O4 -10.11 2.27 2.32  -0.206
C14 -11.21 1.50 1.96  -0.134
H23 -5.17 4.51 -1.55  0.086
H24 -3.98 3.71 -0.62  0.067
H25 -4.60 5.30 -0.08  0.087
H26 -4.85 3.95 2.12  0.119
H27 -4.36 2.50 1.28  0.108
H28 -5.84 1.78 3.16  0.124
H29 -6.63 1.67 1.60  0.109
H30 -7.81 3.54 1.89  0.098
H31 -8.98 3.57 3.86  0.116
H32 -7.71 2.53 4.57  0.112
H33 -9.64 1.02 3.98  0.112
H34 -8.76 0.76 2.60  0.111
H35 -11.87 1.31 2.80  0.080
H36 -10.97 0.54 1.50  0.091
H37 -11.83 2.23 1.44  0.092
C15 -2.26 -2.76 -10.64  -0.102
O5 -2.50 -2.37 -9.23  -0.194
C16 -2.36 -0.91 -9.10  -0.201
C17 -2.82 -0.46 -7.72  -0.167
N4 -1.73 -0.79 -6.68  -0.051
C18 -2.03 -0.38 -5.28  -0.172
C19 -2.96 -1.43 -4.57  -0.213
O6 -2.50 -2.71 -4.88  -0.179
C20 -1.43 -3.02 -4.08  -0.140
H38 -2.55 -3.76 -10.95  0.081
H39 -1.29 -2.51 -11.06  0.077
H40 -2.82 -2.12 -11.33  0.065
H41 -2.94 -0.47 -9.91  0.109
H42 -1.30 -0.66 -9.22  0.120
H43 -3.73 -0.89 -7.31  0.112
H44 -2.90 0.63 -7.78  0.109
H45 -1.80 -1.79 -6.76  0.077
H46 -2.45 0.63 -5.22  0.116
H47 -1.08 -0.46 -4.76  0.073
H48 -4.00 -1.45 -4.92  0.118
H49 -2.95 -1.24 -3.50  0.106
H50 -1.23 -2.43 -3.18  0.079
H51 -0.49 -2.89 -4.62  0.076
H52 -1.63 -4.01 -3.66  0.098
C21 6.81 -0.22 -3.54  -0.167
O7 6.54 0.32 -2.31  -0.171
C22 7.75 0.38 -1.57  -0.218
C23 7.45 0.70 -0.08  -0.191
N5 7.13 2.13 -0.05  -0.073
C24 6.88 2.80 1.22  -0.185
C25 5.79 2.32 2.24  -0.160
O8 6.28 1.14 2.95  -0.229
C26 5.29 0.38 3.64  -0.122
H53 5.89 -0.10 -4.12  0.086
H54 7.09 -1.27 -3.59  0.091
H55 7.49 0.34 -4.17  0.089
H56 8.53 1.03 -1.96  0.125
H57 8.13 -0.64 -1.57  0.112
H58 8.31 0.38 0.50  0.119
H59 6.60 0.07 0.20  0.112
H60 6.40 2.20 -0.76  0.102
H61 6.60 3.77 0.81  0.106
H62 7.85 2.96 1.69  0.115
H63 4.86 2.01 1.76  0.114
H64 5.59 3.02 3.05  0.111
H65 4.74 1.08 4.26  0.080
H66 5.86 -0.35 4.21  0.088
H67 4.54 -0.19 3.10  0.070
C27 1.12 -1.10 3.89  -0.056
O9 0.62 -0.66 2.58  -0.209
C28 0.54 -1.68 1.63  -0.216
C29 0.05 -1.01 0.29  -0.168
N6 -1.04 -0.03 0.43  -0.082
C30 -1.35 0.82 -0.72  -0.180
C31 -0.28 1.95 -0.93  -0.196
O10 0.78 1.48 -1.80  -0.211
C32 1.69 2.51 -2.21  -0.111
H68 2.21 -1.21 3.88  0.070
H69 0.68 -2.05 4.17  0.073
H70 0.94 -0.25 4.55  0.089
H71 -0.17 -2.47 1.89  0.111
H72 1.46 -2.26 1.60  0.115
H73 -0.38 -1.72 -0.42  0.102
H74 0.84 -0.53 -0.29  0.098
H75 -1.03 0.43 1.32  0.094
H76 -2.16 1.48 -0.42  0.093
H77 -1.51 0.31 -1.66  0.110
H78 0.10 2.25 0.05  0.121
H79 -0.86 2.77 -1.35  0.108
H80 2.12 3.14 -1.43  0.064
H81 1.23 3.22 -2.89  0.079
H82 2.52 2.01 -2.72  0.074
C33 0.49 -3.20 7.16  -0.109
O11 0.17 -4.34 7.96  -0.232
C34 0.40 -4.09 9.36  -0.185
C35 0.21 -5.51 9.98  -0.166
N7 -1.20 -5.97 9.86  -0.047
C36 -1.51 -6.65 8.63  -0.245
C37 -2.95 -7.06 8.53  -0.235
O12 -3.78 -5.88 8.57  -0.190
C38 -5.00 -6.06 7.88  -0.119
H83 1.51 -2.89 7.38  0.078
H84 -0.17 -2.34 7.23  0.091
H85 0.66 -3.56 6.14  0.077
H86 -0.41 -3.41 9.60  0.122
H87 1.42 -3.71 9.47  0.115
H88 0.25 -5.47 11.06  0.101
H89 0.98 -6.24 9.70  0.118
H90 -1.78 -5.14 9.88  0.097
H91 -0.95 -7.57 8.45  0.128
H92 -1.39 -5.96 7.80  0.109
H93 -3.25 -7.79 9.28  0.123
H94 -3.02 -7.62 7.60  0.114
H95 -4.67 -6.25 6.85  0.089
H96 -5.80 -5.37 8.12  0.089
H97 -5.49 -6.99 8.15  0.076

***

(3)
Density functional theory data (wB97M-V/def2-TZVPD) for the molecule C15H16F2O4 at a distorted geometry.

Calculated values
Total charge: 0
Frontier orbital gap, eV: 9.8
ΔE to the lowest compared entry with this formula, charge and spin, kcal per mole: 0.0
Total energy, eV: -29440.095
HOMO, eV: -9.4
SMILES string: O=C(COC(=O)C1CCCC1)c1ccc(OC(F)F)cc1

Each line ends with the Löwdin charge.
Element x y z (Å)
O1 1.48 3.81 -0.14  0.118
C1 1.30 2.66 -0.45  -0.351
C2 2.40 1.86 -1.15  -0.068
O2 2.39 0.47 -0.85  -0.011
C3 2.33 0.15 0.45  -0.448
O3 2.26 0.99 1.32  0.147
C4 2.35 -1.33 0.68  -0.212
C5 1.18 -2.05 0.00  -0.145
C6 1.60 -3.52 0.07  -0.179
C7 3.13 -3.50 -0.10  -0.172
C8 3.56 -2.04 0.07  -0.135
C9 0.02 1.95 -0.21  -0.158
C10 -0.45 0.94 -1.04  -0.010
C11 -1.63 0.28 -0.75  -0.001
C12 -2.34 0.63 0.39  -0.205
O4 -3.53 0.02 0.79  0.081
C13 -4.00 -1.06 0.15  -0.464
F1 -4.32 -0.82 -1.14  0.087
F2 -3.11 -2.08 0.11  0.085
C14 -1.90 1.66 1.21  0.021
C15 -0.73 2.32 0.91  0.012
H1 2.28 1.94 -2.23  0.144
H2 3.36 2.30 -0.86  0.146
H3 2.31 -1.50 1.76  0.161
H4 1.10 -1.72 -1.03  0.119
H5 0.22 -1.87 0.50  0.116
H6 1.33 -3.94 1.03  0.109
H7 1.11 -4.12 -0.70  0.106
H8 3.43 -3.88 -1.08  0.104
H9 3.60 -4.14 0.65  0.103
H10 4.45 -1.94 0.70  0.117
H11 3.78 -1.59 -0.90  0.115
H12 0.10 0.66 -1.93  0.123
H13 -1.96 -0.51 -1.41  0.116
H14 -4.91 -1.41 0.67  0.175
H15 -2.49 1.92 2.08  0.124
H16 -0.36 3.12 1.54  0.129

***

(4)
Density functional theory data (wB97M-V/def2-TZVPD) for a structure of composition C34H22BrF7IMnN2O8PS.

Calculated values
Total charge: -2
Frontier orbital gap (alpha / beta), eV: 6.3 / 6.7
ΔE to the lowest compared entry with this formula, charge and spin, kcal per mole: 10.4
Total energy, eV: -203590.818
HOMO (alpha / beta), eV: -2.5 / -2.9
Spin multiplicity: 6

Each line ends with the Löwdin charge.
Element x y z (Å)
Mn1 0.17 -2.98 1.00  0.722
C1 -0.94 -5.70 -2.14  -0.028
C2 -1.88 -4.54 -2.23  -0.253
N1 -2.61 -4.37 -3.30  0.096
C3 -3.39 -3.26 -3.38  -0.138
C4 -3.40 -2.28 -2.43  -0.178
C5 -4.33 -1.12 -2.64  -0.226
O1 -3.61 0.08 -2.96  -0.069
C6 -2.61 -2.43 -1.26  -0.068
C7 -2.55 -1.33 -0.32  -0.076
N2 -2.07 -1.34 0.88  0.078
C8 -2.22 -0.15 1.63  -0.310
C9 -3.16 0.85 1.35  -0.037
C10 -3.28 1.98 2.13  -0.113
C11 -2.47 2.15 3.24  -0.124
C12 -1.56 1.16 3.56  -0.171
C13 -1.45 0.01 2.79  -0.601
I1 -0.20 -1.51 3.46  1.269
C14 -1.91 -3.64 -1.09  -0.303
O2 -1.27 -3.99 -0.04  -0.110
H1 -1.03 -6.32 -3.03  0.067
H2 -1.14 -6.29 -1.24  0.079
H3 0.08 -5.32 -2.04  0.078
H4 -4.01 -3.18 -4.26  0.092
H5 -4.94 -0.95 -1.73  0.115
H6 -5.02 -1.36 -3.45  0.104
H7 -4.20 0.83 -2.88  0.079
H8 -2.95 -0.40 -0.74  0.096
H9 -3.83 0.73 0.50  0.095
H10 -4.02 2.74 1.87  0.093
H11 -2.54 3.05 3.85  0.093
H12 -0.92 1.27 4.44  0.085
F1 7.01 1.04 -0.95  0.115
C15 5.73 1.28 -0.65  -0.137
C16 4.99 2.15 -1.42  -0.137
F2 5.57 2.78 -2.46  0.103
C17 3.67 2.40 -1.10  -0.201
F3 3.05 3.32 -1.85  0.094
C18 3.04 1.77 -0.04  -0.330
P1 1.23 1.92 0.33  1.134
C19 0.50 2.19 -1.33  -0.358
C20 0.21 1.02 -2.04  -0.068
C21 -0.33 1.09 -3.31  -0.068
C22 -0.61 2.32 -3.88  -0.105
C23 -0.35 3.49 -3.18  -0.106
C24 0.21 3.43 -1.91  -0.117
C25 1.20 3.59 1.09  -0.360
C26 -0.03 4.23 1.26  -0.118
C27 -0.11 5.43 1.95  -0.101
C28 1.03 6.01 2.50  -0.115
C29 2.25 5.37 2.35  -0.097
C30 2.33 4.17 1.65  -0.083
C31 3.81 0.91 0.75  -0.614
Br1 3.12 0.06 2.26  0.842
C32 5.14 0.67 0.44  -0.276
F4 5.89 -0.15 1.17  0.084
H13 0.42 0.06 -1.58  0.069
H14 -0.55 0.17 -3.84  0.110
H15 -1.05 2.37 -4.88  0.092
H16 -0.57 4.45 -3.62  0.089
H17 0.44 4.34 -1.39  0.094
H18 -0.93 3.78 0.87  0.101
H19 -1.08 5.91 2.07  0.095
H20 0.96 6.94 3.04  0.089
H21 3.14 5.80 2.78  0.095
H22 3.29 3.68 1.54  0.099
F5 1.04 -7.11 3.16  0.132
C33 1.03 -6.14 4.09  -0.530
F6 0.00 -6.41 4.93  0.113
F7 2.16 -6.27 4.81  0.121
C34 0.87 -4.70 3.49  -0.619
O3 1.23 -3.79 4.23  -0.118
O4 0.33 -4.68 2.36  -0.059
O5 3.04 -1.26 -1.05  -0.353
S1 2.05 -2.26 -0.69  0.255
O6 1.88 -3.31 -1.69  -0.361
O7 0.69 -1.59 -0.45  -0.484
O8 2.33 -2.88 0.66  -0.447